[1]
Formula: C16H18BaNOS3Si
Source: the Open Molecules 2025 dataset
Level of theory: the ωB97M-V functional and the def2-TZVPD basis

Calculated total energy ... -61502.08495 eV
ΔE to the lowest compared entry with this formula, charge and spin ... 30.9 kcal/mol
Spin multiplicity ... 1
HOMO ... -3.7 eV
Net charge ... -1

The geometry in XYZ format:
```
41
Properties=species:S:1:pos:R:3:forces:R:3:nbo_charge:R:1
Ba -0.34128 1.94615 0.96720 -1.1 -0.3 0.0 1.762
C -1.91942 -2.11661 1.60820 0.3 -0.4 1.1 -1.178
Si -2.35472 -1.24608 0.05646 -0.2 1.3 -1.9 1.792
C -3.66815 0.01033 0.49323 -1.0 0.5 0.2 -1.144
C -2.99412 -2.37796 -1.32785 -0.3 -0.2 0.5 -1.120
N -0.94208 -0.40560 -0.59426 -1.5 -0.4 1.1 -1.203
C -0.04054 -1.11390 -1.28215 2.6 3.7 1.3 0.171
C 0.11204 -2.49207 -1.39924 0.6 -0.8 -1.0 -0.294
C 1.13507 -3.06673 -2.16997 -0.5 1.3 0.4 -0.205
C 2.10585 -2.26490 -2.77742 0.7 -1.8 -0.4 -0.318
C 2.11815 -0.89783 -2.53826 -0.5 2.0 1.5 -0.262
C 1.15686 -0.28350 -1.68505 0.1 -3.6 -1.4 0.202
O 1.28281 1.03867 -1.23017 0.8 0.2 -0.1 -0.551
C 2.37172 1.44626 -0.43191 -1.1 1.6 -1.5 0.293
C 2.62490 0.90772 0.78699 0.0 -0.5 -0.4 -0.336
C 3.43927 1.58897 1.64674 0.7 -2.1 1.8 -0.188
C 4.05091 2.75618 1.38434 1.3 2.0 0.1 -0.234
C 3.73883 3.39142 0.19995 -0.8 -0.1 -1.7 -0.189
C 2.92042 2.71226 -0.72377 -0.4 -0.1 -0.5 -0.269
H -2.41077 -3.07418 1.75137 -0.1 -0.3 -0.1 0.234
H -2.19312 -1.53033 2.51240 0.5 -0.1 -0.6 0.260
H -0.83520 -2.30554 1.55405 -0.2 0.0 0.4 0.231
H -4.23871 -0.38025 1.36016 0.4 0.3 -0.2 0.237
H -4.46448 0.34837 -0.21008 0.8 -0.6 0.0 0.242
H -3.21640 0.96390 0.80512 -0.1 -0.2 0.3 0.237
H -4.09423 -2.49201 -1.33203 0.5 -0.3 0.3 0.228
H -2.42730 -3.31449 -1.27407 -0.8 -0.2 -0.1 0.217
H -2.74777 -1.93838 -2.28262 0.2 0.3 -0.3 0.237
H -0.58996 -3.12562 -0.87938 0.1 -0.1 -0.1 0.194
H 1.11891 -4.13162 -2.27022 0.3 -0.5 -0.1 0.198
H 2.94454 -2.79858 -3.31677 -1.1 1.0 0.4 0.202
H 2.93100 -0.26101 -2.91212 -0.2 -0.3 0.1 0.201
H 2.21824 -0.04494 0.98776 -0.4 -1.0 0.6 0.245
H 3.70163 1.08962 2.56619 -0.1 -0.1 0.3 0.218
H 4.81621 3.16602 2.07513 -0.9 -0.2 -0.4 0.225
H 4.05916 4.39726 -0.06833 0.2 -0.3 0.2 0.224
H 2.63154 3.09185 -1.71735 0.3 0.2 0.7 0.236
S -4.40586 3.75220 3.75368 0.6 -0.4 -0.4 -0.209
C -3.04673 3.18283 2.95557 0.2 0.8 -0.6 -0.475
S -2.00222 1.95099 3.58708 0.2 -0.2 -0.1 -0.503
S -2.54502 3.92119 1.37136 -0.3 -0.3 0.6 -0.607
```
Positions in Å, forces in eV/Å.


[2]
Formula: C4H6O2S
Source: the Open Molecules 2025 dataset
Level of theory: the ωB97M-V functional and the def2-TZVPD basis

Calculated total energy ... -19174.00750 eV
ΔE to the lowest compared entry with this formula, charge and spin ... 30.0 kcal/mol
Spin multiplicity ... 1
HOMO ... -9.0 eV

The geometry in XYZ format:
```
13
Properties=species:S:1:pos:R:3:forces:R:3:nbo_charge:R:1
C 0.43565 1.22595 -2.07843 -0.2 -1.2 0.6 -0.551
C 0.85404 1.85116 -0.98509 -0.5 -0.6 0.4 0.153
O 1.06609 1.33108 0.25522 0.4 1.0 -0.1 -0.491
C 1.03959 -0.04900 0.38710 0.1 0.2 1.2 -0.170
C -0.36243 -0.52305 0.62075 -0.8 -1.4 -0.1 0.234
O -1.17145 0.41874 1.07255 -0.4 0.0 0.5 -0.639
S -0.84327 -2.07163 0.34757 0.3 0.6 0.2 -0.124
H 0.40593 1.81822 -2.95938 -0.3 0.2 -0.7 0.219
H 0.09471 0.16059 -2.10833 0.6 1.1 -0.1 0.215
H 0.97907 2.90774 -0.92665 0.4 0.6 -0.2 0.192
H 1.41486 -0.50906 -0.50744 0.5 -0.6 -0.2 0.221
H 1.66453 -0.26878 1.30753 -0.7 -0.1 -1.1 0.234
H -2.02494 0.00838 1.34500 0.6 0.2 -0.5 0.507
```
Positions in Å, forces in eV/Å.


[3]
Formula: C33H50ClIrN6O2P2
Source: the Open Molecules 2025 dataset
Level of theory: the ωB97M-V functional and the def2-TZVPD basis

Calculated total energy ... -81994.03927 eV
ΔE to the lowest compared entry with this formula, charge and spin ... 51.4 kcal/mol
Spin multiplicity ... 1
HOMO (spin up / spin down) ... -12.2 / -12.2 eV
Net charge ... +2

The geometry in XYZ format:
```
95
Properties=species:S:1:pos:R:3:forces:R:3:mulliken_charge:R:1
Ir 0.18226 -0.11424 -0.82940 0.2 0.2 0.7 4.506
C 0.19931 1.69896 3.43600 0.0 0.1 0.1 -0.753
N 0.32151 2.76118 2.45927 -0.1 0.2 0.0 0.689
C 0.12865 4.09931 3.01345 -0.1 0.0 0.0 -1.164
C 0.18046 2.49504 1.13361 0.1 -0.3 0.2 -1.958
N -0.45487 1.37087 0.74276 0.1 -0.7 -0.7 1.143
C -1.74351 1.19901 1.28655 -0.2 0.7 0.1 -0.331
C -2.47718 2.34741 1.52084 0.1 0.0 -0.1 -0.081
C -3.74597 2.33734 2.11316 0.0 -0.1 0.0 -1.165
C -4.31767 1.13966 2.41646 0.0 0.1 0.0 -1.059
C -3.64497 -0.06657 2.11679 0.0 0.0 0.1 1.702
C -4.31610 -1.27595 2.40379 0.0 -0.1 -0.1 -0.997
C -3.74982 -2.46967 2.07555 0.0 0.1 0.1 -1.135
C -2.47824 -2.47580 1.49176 0.1 -0.1 -0.3 -0.248
C -1.74128 -1.32728 1.26919 -0.3 -0.5 -0.1 -0.164
N -0.45474 -1.52933 0.70678 1.2 0.7 -0.6 0.746
C 0.16953 -2.66190 1.09332 0.2 0.1 0.3 -1.350
N 0.28097 -2.96670 2.41569 -0.2 -0.1 0.0 0.656
C 0.00255 -4.30987 2.92011 0.0 0.0 0.1 -1.231
C 0.15372 -1.92886 3.41916 0.0 -0.1 0.1 -0.973
N 0.74350 -3.52172 0.23481 0.1 0.3 -0.1 0.790
C 1.81451 -4.44177 0.60461 0.0 -0.1 0.0 -1.481
C 0.36817 -3.55513 -1.17095 -0.1 -0.1 0.0 -1.563
C -2.33199 -0.06451 1.54992 -0.1 0.0 0.1 -0.990
N 0.75005 3.35684 0.27677 0.1 0.0 0.0 1.012
C 1.81337 4.29230 0.62867 0.0 0.0 0.0 -1.212
C 0.27762 3.51532 -1.08683 -0.1 0.1 0.0 -1.078
H -0.82711 1.57596 3.79393 0.0 0.0 0.0 0.272
H 0.83985 1.93497 4.28708 0.0 0.0 0.0 0.455
H 0.52954 0.77403 2.98198 0.0 0.0 0.0 -0.183
H -0.73071 4.08264 3.68786 0.0 0.0 0.0 0.382
H -0.07534 4.81938 2.22695 0.0 0.0 0.0 0.393
H 1.00251 4.42319 3.58079 0.0 0.0 0.0 0.357
H -2.05102 3.29784 1.21764 -0.1 0.0 0.0 0.582
H -4.26490 3.26638 2.30755 0.0 0.0 0.0 0.465
H -5.30485 1.08684 2.85610 0.0 0.0 0.0 0.455
H -5.30028 -1.22747 2.85053 0.0 0.0 0.0 0.461
H -4.27591 -3.39880 2.24813 0.0 0.0 0.0 0.469
H -2.06121 -3.42392 1.16979 -0.1 0.0 0.0 0.592
H -0.14778 -5.00962 2.10405 0.0 0.0 0.0 0.410
H -0.91047 -4.28184 3.52053 0.0 0.0 0.0 0.378
H 0.81614 -4.66680 3.55285 0.0 0.0 0.0 0.369
H 0.52565 -0.99789 3.00935 0.0 0.0 0.0 0.130
H 0.75740 -2.20744 4.28400 0.0 0.0 0.0 0.454
H -0.87966 -1.78697 3.74913 0.0 0.0 -0.1 0.290
H 2.22916 -4.19213 1.57464 0.0 0.0 0.0 0.514
H 2.60871 -4.37761 -0.14166 0.0 0.0 0.0 0.528
H 1.46253 -5.47377 0.62203 0.0 0.0 0.0 0.351
H -0.70284 -3.42940 -1.28155 0.0 0.0 0.0 0.256
H 0.66680 -4.51504 -1.58817 0.0 0.0 0.1 0.633
H 0.85332 -2.75580 -1.72470 0.0 0.0 0.0 0.027
H 2.25638 4.05397 1.58993 0.0 0.0 0.0 0.487
H 1.44161 5.31738 0.66349 0.0 0.0 0.0 0.349
H 2.58450 4.24464 -0.14268 0.0 0.0 0.0 0.371
H -0.63420 2.95687 -1.23783 0.0 0.0 0.0 0.151
H 1.01870 3.15161 -1.79647 0.0 0.0 0.0 -0.071
H 0.10306 4.57590 -1.27947 0.0 0.0 0.0 0.601
C 3.06979 1.15173 1.70791 -0.6 0.0 0.1 -1.280
P 2.49917 -0.09879 0.50817 -0.4 0.3 -1.3 1.081
C 3.17602 -1.59155 1.30572 -0.6 -0.1 0.0 -1.508
C 3.76299 0.11572 -0.80769 0.0 0.1 0.0 -1.233
C 3.41489 -0.74509 -2.00340 0.1 -0.1 0.2 -1.043
P 1.78687 -0.25417 -2.62213 -0.6 -0.9 -0.4 0.836
C 1.52886 -1.43796 -3.97980 -0.3 0.1 0.1 -1.492
C 2.15265 1.25591 -3.56305 -0.4 0.2 0.3 -1.417
H 4.14858 1.27474 1.61579 0.0 -0.1 -0.1 0.649
H 2.83462 0.81601 2.71781 0.0 0.1 0.0 0.488
H 2.58365 2.10510 1.54356 0.1 0.0 0.0 -0.171
H 4.13451 -1.34021 1.75934 0.0 0.1 -0.1 0.708
H 3.32167 -2.37843 0.56993 0.0 0.0 0.0 0.338
H 2.50165 -1.95441 2.08068 0.1 0.0 0.0 0.213
H 4.74220 -0.15048 -0.40534 0.0 0.1 0.1 0.616
H 3.79177 1.17237 -1.08733 0.0 0.0 0.0 0.451
H 3.36362 -1.80095 -1.72205 0.0 0.0 0.0 0.311
H 4.15680 -0.65026 -2.79836 0.0 0.0 0.0 0.712
H 2.30553 -1.29625 -4.73145 0.0 0.0 0.0 0.562
H 0.55117 -1.26763 -4.43340 0.0 0.0 -0.1 0.329
H 1.56581 -2.46218 -3.61350 0.0 0.0 0.0 0.489
H 2.97087 1.05046 -4.25274 0.0 -0.1 0.0 0.589
H 2.43042 2.07789 -2.90621 0.0 0.0 0.0 0.342
H 1.26496 1.54600 -4.12572 0.0 0.0 0.0 0.346
Cl -4.56165 1.00585 -6.80101 0.0 0.0 0.0 -0.192
C -3.49107 1.02393 -5.44667 0.0 0.1 0.0 -0.003
C -2.89869 2.23541 -5.04291 0.0 -0.1 0.0 -0.685
C -2.01495 2.27478 -3.99646 0.2 0.1 0.1 -0.726
C -1.67506 1.10685 -3.27102 -0.1 -0.2 -0.1 -0.216
O -0.80897 1.19280 -2.30741 1.0 0.3 0.8 -0.760
C -2.32269 -0.08700 -3.65937 0.3 0.2 -0.1 1.320
C -2.10987 -1.25889 -2.90772 -0.2 0.0 -0.1 -0.674
O -1.41424 -1.38037 -1.88678 0.7 -0.1 0.3 -0.732
C -3.20980 -0.11610 -4.76017 -0.1 -0.2 0.0 -1.167
H -3.14876 3.14094 -5.58088 0.0 0.0 0.0 0.473
H -1.54858 3.20749 -3.70416 0.0 0.0 0.0 0.402
H -2.63839 -2.15372 -3.26880 0.0 -0.1 0.2 0.321
H -3.67578 -1.05060 -5.05098 0.0 0.0 0.0 0.484
```
Positions in Å, forces in eV/Å.


[4]
Formula: C17H16F2N2O12P2Re
Source: the Open Molecules 2025 dataset
Level of theory: the ωB97M-V functional and the def2-TZVPD basis

Calculated total energy ... -71588.98633 eV
ΔE to the lowest compared entry with this formula, charge and spin ... 10.3 kcal/mol
Spin multiplicity ... 2
HOMO (spin up / spin down) ... -8.3 / -8.0 eV

The geometry in XYZ format:
```
52
Properties=species:S:1:pos:R:3:forces:R:3:mulliken_spin:R:1
Re -0.91671 0.74651 0.72760 0.2 0.4 0.5 0.955
O -5.88221 2.11819 -2.62543 0.0 0.0 0.0 0.001
C -4.84274 1.79947 -1.83403 0.1 0.0 0.0 0.003
C -4.79533 0.62685 -1.08074 0.0 0.1 0.0 -0.003
C -3.67865 0.40141 -0.31193 0.0 -0.1 0.1 -0.001
N -2.66418 1.25430 -0.26892 0.0 0.0 0.0 -0.028
C -2.71228 2.38996 -0.96548 0.0 0.0 0.0 0.013
C -3.78129 2.70527 -1.76430 -0.1 0.0 0.0 -0.002
C -1.51187 3.24462 -0.70406 -0.1 0.1 0.1 0.002
O -1.31146 4.29481 -1.26076 0.1 0.0 0.0 0.000
O -0.76071 2.71010 0.22924 0.1 -0.2 -0.1 -0.009
C -3.45508 -0.75014 0.62146 -0.1 0.0 0.0 -0.001
O -4.22579 -1.66710 0.73743 0.0 0.0 0.1 0.022
O -2.33293 -0.58839 1.29456 0.1 -0.1 -0.3 -0.008
H -6.55479 1.42841 -2.59139 0.0 0.0 0.0 0.000
H -5.59789 -0.09939 -1.07299 0.0 0.0 0.0 0.000
H -3.79200 3.63678 -2.31168 0.0 0.0 0.0 0.000
C 1.92777 2.82441 -1.88855 0.0 0.0 0.0 -0.003
C 2.32668 1.44166 -1.37774 -0.1 0.0 0.0 0.005
O 3.64259 1.18261 -1.83683 0.0 0.0 0.0 0.001
P 2.36938 1.47111 0.44762 0.0 0.0 0.0 0.002
O 3.01048 2.82622 0.95605 0.0 0.0 0.0 0.000
O 3.46177 0.38553 0.81898 0.0 0.0 0.0 0.001
O 1.07812 1.25652 1.17264 0.0 -0.1 0.0 0.004
P 1.12011 0.19444 -2.03145 0.0 0.0 0.0 0.009
O 1.81737 -1.16780 -1.44619 0.0 0.0 -0.1 0.002
O 1.13465 0.17035 -3.49966 0.0 0.0 0.0 0.001
O -0.18058 0.42128 -1.28541 0.0 -0.1 -0.1 0.021
H 2.72686 3.53072 -1.66448 0.0 0.0 0.0 0.000
H 0.99889 3.17979 -1.44480 0.0 0.0 0.0 0.002
H 1.80351 2.75972 -2.96851 0.0 0.0 0.0 0.000
H 3.80319 0.23188 -1.79235 0.0 0.0 0.0 -0.001
H 2.33604 3.46425 1.23351 0.0 0.0 0.0 0.000
H 3.70475 0.39133 1.75426 0.0 0.0 0.0 0.000
H 1.91540 -1.78212 -2.18568 0.0 0.0 0.0 0.000
F -0.43174 2.33657 3.17320 0.0 0.0 0.0 0.000
C -1.41652 1.54406 2.62349 -0.1 -0.2 -0.2 -0.011
F -2.53344 2.36862 2.53062 0.0 0.0 0.0 0.001
H -1.66994 0.78880 3.37399 0.0 0.0 0.0 0.004
N 0.11470 -1.07459 1.20778 -0.2 0.1 0.1 0.008
C 0.69615 -2.05550 1.28383 0.0 -0.1 0.0 0.014
C 1.43664 -3.27640 1.37045 0.1 0.0 0.0 -0.006
C 0.85902 -4.40350 1.94967 -0.1 0.0 0.0 0.002
C 1.59445 -5.57355 2.02152 0.0 0.0 0.0 -0.001
C 2.89082 -5.61254 1.52481 0.0 0.0 0.0 0.002
C 3.46020 -4.48389 0.94878 0.0 0.0 0.0 -0.001
C 2.73647 -3.30784 0.86393 0.0 0.0 0.0 0.002
H -0.15192 -4.35616 2.33191 0.0 0.0 0.0 0.000
H 1.15572 -6.45621 2.46592 0.0 0.0 0.0 0.000
H 3.46108 -6.53003 1.58483 0.0 0.0 0.0 0.000
H 4.46897 -4.52231 0.56052 0.0 0.0 0.0 0.000
H 3.14826 -2.41911 0.40475 0.0 0.0 0.0 0.000
```
Positions in Å, forces in eV/Å.


[5]
Formula: C4H8N2O
Source: the Open Molecules 2025 dataset
Level of theory: the ωB97M-V functional and the def2-TZVPD basis

Calculated total energy ... -9301.74854 eV
ΔE to the lowest compared entry with this formula, charge and spin ... 107.1 kcal/mol
Spin multiplicity ... 1
HOMO ... -7.8 eV

The geometry in XYZ format:
```
15
Properties=species:S:1:pos:R:3:forces:R:3:nbo_charge:R:1
N 1.51642 -2.05483 -1.59185 0.7 1.5 -0.3 -0.806
C 1.15783 -0.67105 -1.50317 -1.6 1.3 2.9 -0.359
C 1.09471 0.39528 -2.23833 0.2 -0.6 -2.3 0.612
O 0.96917 1.29848 -2.99157 0.2 -0.2 1.0 -0.495
H 1.62164 -2.31490 -2.55717 -0.2 -0.5 -0.1 0.372
H 0.85261 -2.60325 -1.08380 -0.3 -0.3 -0.1 0.378
H 0.66236 -0.27772 -0.52157 1.0 -1.3 -1.2 0.280
C -0.23808 1.70517 0.82759 -4.2 0.2 2.2 -0.042
N -0.41640 0.54553 1.22399 0.1 -2.1 1.3 -0.404
C -1.48310 0.08932 2.09671 -0.5 -2.3 -2.4 -0.453
H 0.52703 1.83096 0.21023 3.3 1.2 -2.6 0.167
H -1.00141 2.46245 1.03571 0.5 0.5 0.0 0.143
H -2.16032 0.73345 2.59714 -1.3 1.6 -0.8 0.186
H -1.98291 -0.82233 1.50054 0.7 2.2 1.5 0.209
H -1.11957 -0.31654 2.99555 1.5 -1.3 0.8 0.212
```
Positions in Å, forces in eV/Å.


[6]
Formula: CH4NO2
Source: the Open Molecules 2025 dataset
Level of theory: the ωB97M-V functional and the def2-TZVPD basis

Calculated total energy ... -6672.61117 eV
ΔE to the lowest compared entry with this formula, charge and spin ... 167.9 kcal/mol
Spin multiplicity ... 1
HOMO ... -17.8 eV
Net charge ... +1

The geometry in XYZ format:
```
8
Properties=species:S:1:pos:R:3:forces:R:3:nbo_charge:R:1
C -0.01975 -1.09608 -0.59711 -0.7 -0.3 0.8 -0.535
N -0.35487 0.15813 -0.09660 -0.4 2.5 0.1 0.263
O -0.16230 2.08923 0.85599 -1.1 1.0 0.2 -0.293
O 0.41477 0.88063 0.60261 0.5 -3.6 -2.0 0.096
H -0.83669 -1.65891 -0.10536 0.1 -0.4 0.9 0.349
H 0.93826 -1.51944 -0.49956 1.2 -0.3 0.5 0.263
H -0.50146 -1.40816 -1.54415 0.2 1.4 -0.4 0.343
H 0.52205 2.55459 1.38418 0.1 -0.3 0.0 0.515
```
Positions in Å, forces in eV/Å.